This record from the Open Molecules 2025 dataset describes a cluster of 10 separate species, C32H58Cl8N6 in total. The level of theory is wB97M-V/def2-TZVPD.

Geometry as ORCA input:
```
! wB97M-V def2-TZVPD RIJCOSX def2/J DEFGRID3
* xyz 0 1
C 1.48 2.59 5.20
C 2.21 1.38 4.61
C 2.00 0.10 5.44
C 2.18 0.18 6.93
N 2.26 0.26 8.07
H 1.91 3.51 4.83
H 1.68 2.63 6.27
H 0.41 2.53 5.01
H 3.30 1.44 4.53
H 1.85 1.20 3.60
H 2.54 -0.75 5.04
H 0.96 -0.17 5.30
C 5.65 -0.94 0.05
C 4.86 -1.84 -0.78
C 4.54 -1.26 -2.19
C 3.43 -1.95 -2.80
N 2.53 -2.60 -3.23
H 4.94 -0.35 0.63
H 6.23 -0.18 -0.46
H 6.28 -1.47 0.77
H 3.97 -2.09 -0.20
H 5.52 -2.68 -1.03
H 5.36 -1.32 -2.91
H 4.20 -0.24 -2.00
C 0.78 6.44 1.09
C 0.61 5.55 2.36
C 0.80 4.05 2.01
C -0.13 3.56 0.97
N -0.80 3.15 0.11
H 0.27 7.41 1.11
H 0.21 6.08 0.23
H 1.81 6.61 0.77
H -0.37 5.75 2.79
H 1.36 5.85 3.09
H 0.65 3.53 2.96
H 1.76 3.70 1.62
C -1.83 2.40 -2.88
C -1.58 2.34 -4.36
C -2.77 1.82 -5.20
C -3.31 0.57 -4.67
N -3.66 -0.46 -4.22
H -2.70 2.95 -2.52
H -0.93 2.64 -2.31
H -2.09 1.44 -2.46
H -0.63 1.80 -4.36
H -1.37 3.38 -4.64
H -2.47 1.54 -6.21
H -3.56 2.57 -5.23
C -1.22 -4.51 -6.79
C -1.18 -4.04 -5.35
C -1.82 -2.68 -5.12
C -1.33 -1.58 -5.99
N -0.94 -0.74 -6.71
H -2.22 -4.66 -7.18
H -0.61 -5.40 -6.96
H -0.90 -3.65 -7.37
H -0.11 -3.98 -5.15
H -1.61 -4.70 -4.60
H -1.62 -2.34 -4.11
H -2.89 -2.62 -5.31
C -0.41 -1.01 -1.53
C -0.95 -0.71 -0.10
C 0.15 -0.06 0.82
C -0.37 0.34 2.14
N -0.72 0.63 3.19
H -0.33 -0.06 -2.06
H -1.09 -1.68 -2.04
H 0.55 -1.53 -1.53
H -1.42 -1.59 0.34
H -1.83 -0.07 -0.17
H 0.41 0.92 0.43
H 0.98 -0.77 0.86
Cl 5.56 3.51 -1.62
C 3.86 3.03 -1.99
C 2.86 3.15 -0.81
Cl 2.87 1.70 0.21
H 3.91 2.02 -2.38
H 3.44 3.61 -2.81
H 1.88 3.24 -1.27
H 3.04 4.01 -0.15
Cl -2.01 -3.36 3.02
C -0.68 -3.96 4.08
C 0.37 -2.88 4.14
Cl 1.45 -3.26 5.57
H -0.40 -4.96 3.75
H -1.13 -4.25 5.03
H -0.18 -1.95 4.26
H 0.98 -2.79 3.24
Cl -5.61 -4.89 1.04
C -3.91 -4.99 0.57
C -3.62 -3.88 -0.53
Cl -2.16 -4.41 -1.46
H -3.63 -6.02 0.34
H -3.21 -4.75 1.37
H -3.33 -2.96 -0.02
H -4.46 -3.66 -1.19
Cl -4.98 -0.98 1.90
C -4.43 -0.46 3.59
C -4.07 1.06 3.47
Cl -5.39 2.10 2.96
H -3.52 -1.00 3.86
H -5.23 -0.65 4.31
H -3.34 1.05 2.66
H -3.75 1.49 4.42
*
```

## Properties
Energy, a.u.: -5264.07313
Structure (SMILES): CCCC#N.CCCC#N.CCCC#N.CCCC#N.CCCC#N.CCCC#N.ClCCCl.ClCCCl.ClCCCl.ClCCCl
HOMO-LUMO gap, eV: 10.53
LUMO, eV: 0.049

=====

This record from the Open Molecules 2025 dataset describes a cluster of 14 separate species, C32H59F5N16O26 in total. The level of theory is wB97M-V/def2-TZVPD.

Geometry as ORCA input:
```
! wB97M-V def2-TZVPD RIJCOSX def2/J DEFGRID3
* xyz 0 1
C -6.26 -2.06 -2.03
C -5.78 -0.99 -1.78
C -5.17 0.22 -1.15
C -3.65 0.43 -1.49
C -3.26 1.60 -0.60
N -2.77 2.55 -0.18
C -2.95 -0.80 -0.78
C -1.42 -0.75 -0.67
C -0.91 -1.96 0.18
C -1.14 -3.31 -0.54
N -0.38 -3.44 -1.80
C 0.73 -2.81 -2.23
C 1.03 -3.37 -3.49
C 0.03 -4.35 -3.78
C -0.86 -4.36 -2.69
C -3.33 0.62 -3.01
C -2.94 -0.77 -3.50
N -2.39 -1.68 -3.94
C -4.54 1.02 -3.94
C -4.61 0.22 -5.30
C -2.21 1.65 -3.32
F -1.11 1.47 -2.55
F -2.62 2.93 -3.06
C -1.65 1.74 -4.78
F -0.59 2.61 -4.68
F -2.46 2.36 -5.64
F -1.12 0.63 -5.28
H -6.87 -2.91 -2.26
H -5.72 1.11 -1.52
H -5.30 0.23 -0.05
H -3.36 -1.77 -1.11
H -3.32 -0.71 0.27
H -0.96 -0.78 -1.67
H -1.07 0.17 -0.16
H -1.52 -1.98 1.10
H 0.12 -1.82 0.52
H -2.20 -3.53 -0.68
H -0.74 -4.08 0.14
H 1.26 -2.04 -1.68
H 1.88 -3.13 -4.13
H -0.07 -5.01 -4.65
H -1.74 -4.99 -2.59
H -5.54 0.88 -3.51
H -4.51 2.08 -4.26
H -5.34 0.79 -5.91
H -3.67 0.24 -5.86
H -5.05 -0.78 -5.17
C 2.65 0.25 2.37
N 1.81 -0.91 2.76
O 0.60 -0.73 2.84
O 2.37 -1.96 2.97
H 2.01 1.11 2.22
H 3.35 0.43 3.18
H 3.17 -0.02 1.46
C 0.18 4.49 -2.58
N 0.90 5.45 -1.70
O 1.13 6.56 -2.13
O 1.21 5.06 -0.59
H -0.03 4.98 -3.53
H 0.83 3.63 -2.72
H -0.74 4.21 -2.08
C 6.08 3.08 4.01
N 5.22 1.92 4.39
O 4.02 2.11 4.47
O 5.78 0.87 4.60
H 5.45 3.94 3.85
H 6.78 3.24 4.81
H 6.60 2.80 3.09
C -0.02 8.68 -3.61
N -0.34 9.99 -4.24
O 0.34 10.95 -3.94
O -1.27 10.01 -5.03
H 0.82 8.81 -2.94
H -0.91 8.36 -3.06
H 0.22 7.99 -4.40
C -1.11 -3.20 4.85
N -0.75 -4.02 3.66
O -0.03 -4.98 3.85
O -1.21 -3.68 2.59
H -0.64 -3.63 5.72
H -0.75 -2.19 4.66
H -2.20 -3.22 4.94
C -3.23 -6.75 3.53
N -4.48 -6.57 4.32
O -4.54 -5.63 5.08
O -5.36 -7.38 4.13
H -2.54 -5.96 3.80
H -2.82 -7.72 3.79
H -3.49 -6.69 2.48
C 6.34 7.01 5.88
N 6.70 6.16 4.71
O 7.38 5.18 4.91
O 6.28 6.52 3.63
H 6.78 6.57 6.77
H 6.74 8.00 5.70
H 5.25 7.02 5.95
C 10.16 1.84 4.69
N 9.86 3.14 4.02
O 10.55 4.09 4.30
O 8.93 3.14 3.24
H 11.01 1.99 5.35
H 9.28 1.54 5.24
H 10.40 1.12 3.91
C 9.92 8.54 7.78
N 8.58 7.98 8.07
O 8.48 6.77 8.14
O 7.67 8.77 8.21
H 10.62 7.72 7.67
H 9.85 9.10 6.85
H 10.20 9.18 8.61
C -3.73 5.94 0.27
N -5.03 6.08 0.99
O -5.14 7.00 1.78
O -5.90 5.27 0.72
H -3.06 6.73 0.61
H -3.33 4.96 0.52
H -3.94 6.02 -0.79
C 0.25 -6.21 -8.15
N 0.94 -6.92 -7.04
O 1.30 -8.06 -7.24
O 1.09 -6.30 -6.01
H 0.18 -6.88 -9.00
H -0.73 -5.94 -7.80
H 0.84 -5.34 -8.40
C -4.73 -6.45 -7.68
N -3.29 -6.48 -7.31
O -2.49 -6.86 -8.15
O -3.01 -6.14 -6.18
H -4.82 -6.78 -8.71
H -5.26 -7.11 -7.00
H -5.07 -5.42 -7.57
C -5.63 -10.89 4.53
N -4.21 -11.32 4.56
O -3.36 -10.46 4.68
O -4.00 -12.51 4.46
H -5.67 -9.81 4.63
H -6.05 -11.21 3.58
H -6.14 -11.37 5.36
*
```

## Properties
Energy, a.u.: -4585.01336
HOMO-LUMO gap, eV: 7.21
LUMO, eV: -0.313

=====

This record from the Open Molecules 2025 dataset describes a cluster of 6 separate species, C32H59N3O10PS6 in total. The level of theory is wB97M-V/def2-TZVPD.

Geometry as ORCA input:
```
! wB97M-V def2-TZVPD RIJCOSX def2/J DEFGRID3
* xyz 1 1
C 1.01 -3.51 0.62
C 0.69 -3.30 -0.98
C 0.39 -4.67 -1.87
C 0.07 -4.66 -3.50
C 0.00 -3.19 -4.24
C 0.30 -1.83 -3.34
C 0.65 -1.81 -1.74
C 0.98 -0.42 -0.93
C -0.33 0.45 -0.48
C -1.09 -0.36 0.73
N -2.61 -0.12 0.61
C -2.94 -0.74 -0.76
N -3.59 -1.95 -0.78
P -4.58 -2.52 -2.15
S -6.51 -2.31 -1.82
N -2.48 0.01 -1.99
C -1.30 0.91 -1.72
H 0.17 -4.21 1.11
H 1.00 -2.48 1.17
H 2.04 -4.02 0.84
H 0.45 -5.72 -1.31
H -0.10 -5.66 -4.08
H -0.22 -3.02 -5.39
H 0.28 -0.79 -3.89
H 1.59 -0.70 0.03
H 1.62 0.27 -1.64
H 0.09 1.46 0.01
H -0.72 0.07 1.78
H -0.94 -1.52 0.65
H -3.10 -0.68 1.37
H -3.45 -2.60 0.03
H -4.35 -3.95 -2.35
H -4.18 -1.88 -3.39
H -2.34 -0.61 -2.82
H -1.59 2.06 -1.61
H -0.62 0.87 -2.70
C -7.45 -0.72 2.58
C -8.24 -1.98 2.87
C -7.24 -3.11 3.11
S -5.76 -2.34 3.74
O -4.70 -2.51 2.77
O -5.60 -2.69 5.14
C -6.35 -0.66 3.64
H -8.08 0.18 2.61
H -7.00 -0.78 1.58
H -8.85 -1.83 3.77
H -8.93 -2.23 2.06
H -7.61 -3.83 3.85
H -6.99 -3.63 2.18
H -5.53 0.01 3.37
H -6.76 -0.39 4.61
C -1.39 3.88 3.52
C -0.66 3.17 4.67
C 0.62 2.56 4.10
S 1.08 3.59 2.71
O 0.97 2.80 1.50
O 2.28 4.33 3.04
C -0.32 4.69 2.80
H -2.20 4.52 3.89
H -1.82 3.13 2.84
H -0.41 3.90 5.45
H -1.29 2.40 5.13
H 1.42 2.56 4.83
H 0.45 1.55 3.73
H -0.62 4.99 1.80
H -0.02 5.56 3.39
C 6.66 2.28 -2.31
C 6.44 2.64 -0.84
C 4.93 2.74 -0.62
S 4.17 1.65 -1.81
O 3.41 2.45 -2.74
O 3.61 0.51 -1.12
C 5.68 1.15 -2.61
H 7.69 1.97 -2.51
H 6.43 3.14 -2.94
H 6.86 1.84 -0.21
H 6.95 3.57 -0.58
H 4.66 2.42 0.39
H 4.57 3.75 -0.80
H 5.51 1.00 -3.68
H 6.01 0.21 -2.15
C 4.56 7.03 5.40
C 4.34 7.39 6.87
C 2.83 7.50 7.09
S 2.07 6.41 5.90
O 1.31 7.21 4.97
O 1.51 5.26 6.59
C 3.58 5.90 5.10
H 5.59 6.73 5.20
H 4.33 7.90 4.77
H 4.76 6.60 7.50
H 4.85 8.32 7.13
H 2.56 7.18 8.10
H 2.47 8.51 6.91
H 3.41 5.76 4.03
H 3.91 4.97 5.56
C -0.19 -7.24 -7.23
C -0.41 -5.76 -7.53
C 0.88 -5.23 -8.17
S 1.64 -6.62 -9.00
O 2.89 -6.92 -8.33
O 1.54 -6.44 -10.43
C 0.43 -7.83 -8.49
H -1.13 -7.74 -6.97
H 0.50 -7.35 -6.39
H -1.24 -5.65 -8.24
H -0.66 -5.20 -6.63
H 0.67 -4.45 -8.90
H 1.58 -4.86 -7.42
H 0.91 -8.80 -8.32
H -0.31 -7.92 -9.29
*
```

## Properties
Energy, a.u.: -4901.20589
HOMO-LUMO gap, eV: 7.26
LUMO, eV: -3.588

=====

This record from the Open Molecules 2025 dataset describes a structure of composition C32H60BeCl4F9Mg2N3O11P. The level of theory is wB97M-V/def2-TZVPD.

Geometry as ORCA input:
```
! wB97M-V def2-TZVPD RIJCOSX def2/J DEFGRID3
* xyz 1 1
C 10.03 -3.06 1.67
C 9.37 -3.16 0.21
C 8.06 -2.22 0.04
C 7.40 -2.35 -1.43
C 6.98 -0.92 -2.03
C 5.66 -1.02 -2.96
C 4.69 0.24 -2.79
C 4.13 0.35 -1.29
C 2.55 0.13 -1.17
N 2.36 -1.17 -1.88
N 2.02 1.39 -1.85
C 1.31 2.13 -0.77
O 1.31 3.34 -0.50
C 0.56 0.90 -0.02
C -0.51 0.25 -1.03
N -1.58 1.19 -1.48
C -0.35 1.50 1.14
C -1.25 0.42 1.89
C -2.78 0.38 1.48
C -3.46 -0.76 2.41
C -4.17 -1.93 1.52
C -5.77 -1.88 1.59
C -6.47 -1.62 0.11
C -7.05 -3.01 -0.48
O -5.89 -3.76 -0.85
C -5.94 -5.13 -0.37
C 1.88 0.05 0.31
C 2.96 0.57 1.35
P 2.43 0.65 3.15
O 2.14 2.09 3.65
O 1.22 -0.45 3.57
O 3.81 0.16 4.06
H 9.35 -2.42 2.33
H 11.04 -2.53 1.57
H 10.22 -4.07 2.16
H 10.14 -2.83 -0.58
H 9.13 -4.26 0.00
H 7.30 -2.62 0.81
H 8.37 -1.16 0.30
H 8.17 -2.83 -2.11
H 6.52 -3.09 -1.37
H 6.78 -0.19 -1.18
H 7.88 -0.55 -2.63
H 5.14 -2.02 -2.85
H 6.05 -0.97 -4.04
H 5.31 1.18 -2.99
H 3.85 0.18 -3.55
H 4.49 1.33 -0.80
H 4.63 -0.49 -0.68
H 1.92 -1.00 -2.79
H 1.65 -1.74 -1.36
H 1.47 1.19 -2.69
H -1.04 -0.66 -0.58
H -0.02 -0.16 -1.99
H -1.33 2.18 -1.33
H -1.77 1.11 -2.48
H -1.07 2.33 0.79
H 0.29 2.01 1.95
H -0.85 -0.64 1.74
H -1.22 0.60 3.03
H -3.34 1.36 1.63
H -2.86 -0.03 0.42
H -4.26 -0.32 3.10
H -2.66 -1.29 3.07
H -3.84 -2.98 1.89
H -3.88 -1.89 0.42
H -6.13 -2.92 1.90
H -6.17 -1.15 2.39
H -5.75 -1.17 -0.65
H -7.37 -0.87 0.19
H -7.73 -2.81 -1.38
H -7.69 -3.54 0.31
H -5.27 -5.29 0.56
H -5.49 -5.79 -1.19
H -6.99 -5.53 -0.17
H 1.42 -1.02 0.65
H 3.83 -0.20 1.33
H 3.40 1.59 1.09
H 0.96 -0.17 4.49
H 4.28 0.98 4.34
Mg -6.55 0.12 1.55
Cl 0.37 -2.20 1.00
C 15.25 -3.09 1.27
C 13.78 -3.42 1.13
O 13.12 -3.27 2.38
H 15.72 -3.74 2.01
H 15.77 -3.20 0.31
H 15.39 -2.06 1.62
H 13.65 -4.45 0.80
H 13.30 -2.76 0.40
H 13.23 -2.35 2.67
F -4.34 -6.33 1.90
O 0.48 -2.72 -2.83
H 0.81 -3.40 -2.25
Mg 5.73 -2.40 1.02
C -1.26 3.26 4.84
O -0.95 4.21 5.54
O -1.48 2.11 5.25
O -1.42 3.30 3.60
C -7.97 5.66 -1.86
C -7.70 4.46 -0.93
C -6.83 3.34 -1.50
F -7.37 2.75 -2.58
F -6.68 2.34 -0.57
F -8.89 3.98 -0.48
F -7.06 4.95 0.17
O -9.22 5.67 -2.57
C -9.28 4.96 -3.79
C -10.28 3.79 -3.75
F -9.95 2.90 -2.78
F -10.27 3.11 -4.92
F -8.04 4.58 -4.16
F -9.69 5.85 -4.72
H -8.03 6.54 -1.22
H -7.12 5.86 -2.53
H -5.84 3.70 -1.76
H -11.30 4.14 -3.55
Be -1.90 -2.91 2.36
C -11.82 5.75 -0.27
Cl -12.74 7.16 0.26
Cl -12.14 4.36 0.79
Cl -12.20 5.34 -1.95
H -10.76 5.99 -0.21
*
```

## Properties
Energy, a.u.: -5741.91277
HOMO-LUMO gap, eV: 1.70
LUMO, eV: -7.061